## P
C2H4OS in the gas phase, computed with ωB97M-V/def2-TZVPD.

Summary:
* net charge: 0
* HOMO-LUMO gap (spin up / spin down): 6.85 / 7.10 eV
* HOMO (spin up / spin down): -6.079 / -9.778 eV
* multiplicity: 3
* molar mass: 76.120 g/mol

Last column: Mulliken spin population.
Cartesian coordinates (Å):
S (-1.23298, -0.79672, -0.66855)  0.057
O (2.11639, 1.38192, 0.08286)  0.845
C (1.01040, 1.01051, -0.17454)  0.744
C (0.06766, -0.35253, 0.51556)  0.261
H (0.41587, -1.31711, 0.85014)  0.009
H (0.40486, 1.51853, -0.93519)  0.082
H (-0.22236, 0.18865, 1.36357)  -0.001
H (-2.33254, -0.31291, -0.05355)  0.004



## Q
2 unconnected molecules or ions with the total composition C2H4OS, computed with ωB97M-V/def2-TZVPD.

Summary:
* net charge: 0
* HOMO-LUMO gap (spin up / spin down): 6.19 / 8.00 eV
* HOMO (spin up / spin down): -5.548 / -10.137 eV
* multiplicity: 3
* molar mass: 76.120 g/mol

Last column: Mulliken spin population.
Cartesian coordinates (Å):
S (2.45651, 0.84005, 0.08648)  0.002
O (-3.61199, 0.35148, 0.21834)  0.485
C (-2.50375, -0.00281, 0.08393)  0.725
C (-1.30037, -0.51469, -0.02943)  0.569
H (-0.40763, 0.00978, -0.25917)  0.129
H (3.32174, 0.95489, -0.92637)  0.000
H (3.22965, -0.12160, 0.65421)  0.000
H (-1.18416, -1.51710, 0.17201)  0.090



Going by the energies, Q is most stable and the next is 11.6 kcal/mol up.